[1]
{"formula": "C5H10N3", "method": "ωB97M-V with the def2-TZVPD basis set", "species": ["C", "C", "C", "C", "N", "C", "N", "N", "H", "H", "H", "H", "H", "H", "H", "H", "H", "H"], "xyz": [[-1.339995, -0.874352, 1.718073], [0.056509, -0.263147, 1.650272], [0.256881, 0.517178, 0.435517], [-0.085480, -0.062565, -0.840096], [0.328881, 0.934731, -1.780276], [0.912460, 1.898153, -1.062287], [1.019965, 1.579277, 0.258090], [-1.541625, -1.841620, 0.640152], [-2.072579, -0.067058, 1.721920], [-1.459055, -1.375632, 2.679381], [0.853398, -1.023261, 1.707558], [0.232465, 0.319963, 2.561190], [2.556530, -0.013332, -2.502311], [-0.306226, 1.034083, -2.566237], [1.359273, 2.807123, -1.441114], [2.312877, 0.072166, -3.196438], [-0.770074, -2.010417, 0.008103], [-2.314203, -1.631288, 0.008503]], "forces_ev_per_a": [[0.710, -0.242, 0.421], [-0.217, 0.152, 1.428], [-0.210, -0.763, 0.513], [2.085, 0.768, -0.895], [-3.524, -0.425, 1.192], [0.539, 0.031, 0.654], [-0.055, -0.022, -0.868], [-0.596, 1.313, -1.460], [-0.153, -0.161, -0.257], [0.036, -0.145, -0.017], [-0.111, -0.012, -0.207], [-0.057, 0.182, -0.262], [0.175, -0.092, -0.135], [0.966, 0.242, -0.652], [0.062, -0.159, -0.318], [0.175, -0.067, -0.036], [0.521, -0.332, 0.387], [-0.344, -0.268, 0.510]], "mulliken_charge": [-0.477, -0.683, 0.659, -0.177, -0.001, -0.180, -0.412, -0.438, 0.286, 0.332, 0.324, 0.351, -0.093, 0.327, 0.417, 0.098, 0.377, 0.293], "e_above_lowest_kj_mol": 730.6, "total_charge": 1}


[2]
{"formula": "C17H62N2O14", "method": "ωB97M-V with the def2-TZVPD basis set", "species": ["C", "C", "O", "H", "H", "H", "H", "H", "H", "C", "C", "O", "H", "H", "H", "H", "H", "H", "C", "C", "O", "H", "H", "H", "H", "H", "H", "C", "O", "N", "N", "H", "H", "H", "H", "C", "O", "H", "H", "H", "H", "C", "O", "H", "H", "H", "H", "C", "O", "H", "H", "H", "H", "C", "O", "H", "H", "H", "H", "C", "O", "H", "H", "H", "H", "C", "O", "H", "H", "H", "H", "C", "O", "H", "H", "H", "H", "C", "O", "H", "H", "H", "H", "C", "O", "H", "H", "H", "H", "C", "O", "H", "H", "H", "H"], "xyz": [[-3.662657, 0.594064, 2.862064], [-3.028289, 0.313246, 1.503510], [-2.440028, -0.970443, 1.511938], [-4.408274, 1.433691, 2.896563], [-2.939559, 0.773945, 3.665326], [-4.281983, -0.211299, 3.352392], [-2.320278, 1.048017, 1.166223], [-3.870848, 0.392128, 0.790134], [-1.774608, -0.865827, 2.190672], [-3.075338, 1.974492, -2.099256], [-4.456803, 2.428473, -1.553793], [-5.338822, 2.500468, -2.731278], [-2.595493, 2.827142, -2.575130], [-2.865282, 1.151438, -2.750346], [-2.333364, 1.723751, -1.315923], [-4.301086, 3.446213, -1.239328], [-4.969712, 1.780537, -0.846573], [-4.801065, 2.661054, -3.487793], [-0.209107, -0.682172, -4.340840], [-0.026765, -1.134146, -5.798710], [-0.935564, -2.065113, -6.175566], [-1.255297, -0.417014, -4.260614], [0.306420, 0.299952, -4.153347], [0.009355, -1.418139, -3.573486], [0.906548, -1.551840, -5.938093], [-0.022523, -0.224230, -6.440595], [-0.322488, -2.748549, -6.511772], [3.379676, -1.302006, 2.198487], [2.118180, -1.331844, 2.753355], [4.128303, -2.318731, 1.857654], [4.007579, -0.159227, 1.911611], [4.128000, -3.205246, 2.390572], [5.027177, -2.004584, 1.452421], [3.500137, 0.728928, 2.167240], [4.990739, -0.021633, 1.547267], [-3.893002, -1.017706, -1.785515], [-2.590796, -0.760114, -1.198950], [-4.749397, -0.567470, -1.324012], [-4.075026, -2.099437, -1.764799], [-3.824068, -0.771601, -2.798290], [-2.702653, -0.844906, -0.263311], [-0.832806, 2.813828, 3.249334], [0.036174, 2.809279, 2.229655], [-0.899532, 1.902105, 3.857893], [-1.875670, 3.067270, 3.016154], [-0.347443, 3.598608, 3.915771], [-0.498566, 3.258728, 1.603565], [2.216995, -4.333137, 0.346997], [3.008765, -4.567455, -0.791699], [1.519552, -5.158556, 0.208337], [1.703803, -3.336667, 0.256009], [2.892172, -4.573147, 1.215677], [2.697908, -3.969120, -1.503218], [0.652076, 0.044374, 0.119513], [0.144170, 0.113368, -1.138245], [0.705079, -0.980355, 0.436088], [0.115897, 0.663781, 0.841181], [1.736913, 0.385479, 0.086323], [-0.702830, -0.275354, -1.194763], [2.749552, 3.023325, -0.148146], [3.841066, 2.988066, 0.828949], [3.197567, 2.324174, -0.857244], [2.565134, 3.994946, -0.655287], [1.896855, 2.588839, 0.386841], [3.490722, 3.158105, 1.654249], [3.688671, -0.416872, -1.422972], [3.719389, -1.681907, -0.882166], [2.740789, -0.254794, -1.837379], [4.330526, -0.351456, -2.222105], [3.844222, 0.231261, -0.652817], [3.677543, -1.551000, 0.065737], [2.617429, 2.852535, 3.949228], [2.506216, 1.875355, 3.084023], [2.112992, 2.782157, 4.911347], [2.269385, 3.742669, 3.302920], [3.722380, 2.971802, 4.092990], [1.599606, 1.633280, 2.837731], [-1.245842, -3.697306, 0.236226], [-0.939230, -2.973547, -0.971892], [-2.097375, -3.233573, 0.758188], [-0.315346, -3.551025, 0.836013], [-1.374235, -4.711851, -0.039352], [-1.735238, -3.190194, -1.451714], [-1.112872, -2.371737, 3.858324], [-0.444471, -1.243994, 3.408295], [-2.004878, -2.221293, 4.488312], [-0.430282, -2.907394, 4.410293], [-1.332498, -2.934580, 2.944093], [0.477434, -1.279832, 3.227375], [0.131845, 2.725988, -3.015047], [0.290692, 2.748055, -1.618433], [0.205763, 3.808140, -3.338139], [-0.753625, 2.235529, -3.401079], [1.032328, 2.226135, -3.401568], [0.373185, 1.814706, -1.410473]], "forces_ev_per_a": [[-1.174, 0.505, 1.819], [-2.238, -0.046, 0.702], [-0.829, 0.395, -0.688], [0.956, -0.308, -0.436], [0.227, 0.256, -0.318], [0.664, 0.081, -1.313], [0.513, 0.644, 0.170], [0.501, -0.558, -0.037], [1.276, -0.551, 0.514], [1.389, 0.857, 1.822], [0.574, -0.742, -3.319], [-0.739, -0.290, 1.806], [-0.278, 0.353, -0.147], [-1.192, -0.655, -0.594], [-0.568, 0.399, 0.152], [-0.191, 0.245, 0.866], [0.256, 0.126, 0.121], [0.663, 0.202, -0.759], [-0.006, 1.300, -0.638], [0.424, 3.396, 1.568], [-0.694, -2.466, -1.168], [-0.519, -0.048, 0.234], [-0.077, -1.238, -0.087], [0.234, -0.091, -0.058], [2.500, -0.582, -0.030], [-0.379, -0.355, 0.171], [-1.515, -0.052, 0.008], [-5.425, 1.824, 3.228], [6.248, -0.174, -2.648], [2.039, -3.184, 0.147], [-0.152, 3.329, -0.212], [-0.292, 0.988, -0.844], [-0.741, -1.109, 0.608], [0.734, -1.084, -0.361], [-1.886, -0.651, 0.794], [1.421, -1.689, 0.909], [-1.524, 0.276, -1.353], [-0.184, 0.745, 0.450], [-0.055, -0.040, 0.095], [-0.079, 0.658, -1.510], [0.402, -0.514, 1.007], [-0.713, 1.326, 5.052], [1.106, -1.179, -2.594], [0.374, -0.205, -0.456], [0.307, 0.167, -0.200], [-1.529, -0.624, 0.236], [0.349, 0.555, -2.069], [-0.038, -0.898, -0.574], [0.894, 0.968, -1.695], [-0.929, 0.262, 1.171], [0.691, -0.880, 0.871], [-1.129, 0.798, -0.513], [0.520, -0.479, 0.710], [2.248, 0.009, 1.482], [1.086, 1.223, -2.063], [-0.160, -0.573, 0.603], [-0.030, -0.030, 0.180], [-1.378, -0.192, 0.108], [-1.817, -0.981, -0.155], [1.477, -0.768, 0.789], [0.949, 0.312, -2.958], [-0.948, 0.097, -0.521], [0.083, -0.499, 0.759], [-0.160, 0.396, -0.762], [-1.135, 0.576, 2.575], [-1.285, -1.088, -0.561], [0.311, -1.728, 0.616], [-1.775, 0.610, -0.595], [2.089, 0.398, -1.630], [0.775, 2.528, 1.563], [-0.242, -0.599, -0.272], [1.222, 4.824, 0.100], [-0.771, -5.085, -2.400], [-0.187, -0.143, 0.009], [0.294, -0.025, 1.984], [-0.885, 0.224, 0.397], [0.168, 0.335, 0.151], [1.800, 1.935, 0.477], [-0.380, -0.615, 0.496], [0.180, -0.407, -0.134], [-0.999, -0.491, 0.001], [-0.307, -1.220, 0.290], [-0.086, 0.621, -1.074], [-0.238, -0.493, -1.488], [-2.653, 2.935, 0.276], [0.305, 0.604, -0.527], [1.342, -1.752, 1.528], [-0.646, -0.482, 0.507], [1.648, -0.811, -0.174], [1.740, 1.752, -0.407], [-0.639, 0.458, 0.100], [-0.421, -1.216, 0.020], [-0.274, -0.006, 0.102], [-0.307, 0.039, -0.509], [-0.183, -0.635, 0.507]], "mulliken_charge": [-1.529, 0.797, -0.393, 0.394, 0.241, 0.330, -0.086, 0.003, 0.079, -1.040, -0.254, -0.592, 0.631, 0.232, 0.122, 0.386, 0.169, 0.293, 0.007, -0.773, -0.500, -0.051, -0.059, 0.161, 0.479, 0.245, 0.362, -0.138, -0.866, -0.143, 0.072, 0.365, 0.198, 0.111, 0.288, -1.213, 0.282, 0.330, 0.327, 0.424, 0.082, -0.927, -0.309, 0.160, 0.473, 0.298, 0.284, 0.133, -0.567, 0.352, -0.278, 0.094, 0.331, 0.562, 1.371, -0.002, -0.035, -0.702, -0.485, 0.086, -0.630, 0.038, 0.257, -0.093, 0.276, -0.779, -0.550, 0.261, 0.523, 0.202, 0.420, -0.848, -0.377, 0.226, 0.324, 0.347, 0.144, -0.336, -0.322, 0.188, -0.247, 0.505, 0.146, -0.829, -0.523, 0.220, 0.490, 0.137, 0.551, -0.835, -0.452, 0.286, 0.108, 0.312, 0.244], "e_above_lowest_kj_mol": 263.9}